{
  "formula": "C29H26AlN4O7",
  "method": "ωB97M-V/def2-TZVPD",
  "symbols": ["Al", "C", "O", "C", "C", "C", "C", "C", "C", "N", "C", "N", "C", "C", "C", "C", "C", "C", "O", "C", "N", "C", "C", "C", "C", "C", "C", "O", "C", "H", "H", "H", "H", "H", "H", "H", "H", "H", "H", "H", "H", "H", "H", "H", "H", "H", "H", "H", "H", "H", "H", "O", "C", "C", "C", "C", "C", "C", "C", "O", "N", "O", "O", "H", "H", "H", "H"],
  "xyz": [[1.1112, 1.2374, -1.6610], [-0.6101, -2.1110, 5.2818], [-0.6148, -1.4163, 4.0505], [-1.8079, -0.9405, 3.5944], [-3.0212, -1.0547, 4.2596], [-4.1790, -0.5394, 3.6975], [-4.1465, 0.0475, 2.4460], [-2.9471, 0.1552, 1.7634], [-1.7715, -0.2988, 2.3434], [-0.5309, -0.2475, 1.6860], [-0.1060, 0.6210, 0.7481], [-0.7283, 1.7952, 0.6550], [-0.5572, 2.9065, -0.1845], [0.4022, 2.9929, -1.1994], [0.4918, 4.2001, -1.9023], [-0.3408, 5.2637, -1.6114], [-1.3340, 5.1458, -0.6509], [-1.4582, 3.9652, 0.0634], [-2.4278, 3.7260, 0.9980], [-3.4996, 4.6455, 1.0977], [0.8802, 0.2640, -0.0768], [1.5286, -0.9846, 0.1633], [1.2836, -2.0700, -0.6603], [1.9362, -3.2748, -0.4465], [2.8511, -3.3778, 0.5846], [3.1180, -2.2969, 1.4090], [2.4545, -1.0911, 1.2178], [2.6095, 0.0210, 1.9785], [3.6342, 0.0210, 2.9494], [0.4340, -2.3390, 5.4863], [-1.1785, -3.0445, 5.2144], [-1.0078, -1.4911, 6.0904], [-3.0746, -1.5489, 5.2159], [-5.1093, -0.6198, 4.2396], [-5.0532, 0.4077, 1.9875], [-2.9318, 0.5640, 0.7655], [0.0950, -1.0061, 1.9270], [-1.4475, 1.9697, 1.3517], [1.2290, 4.2987, -2.6871], [-0.2478, 6.1919, -2.1539], [-2.0046, 5.9713, -0.4688], [-3.1684, 5.5948, 1.5249], [-4.2212, 4.1824, 1.7680], [-3.9631, 4.8249, 0.1233], [0.5642, -1.9611, -1.4600], [1.7188, -4.1269, -1.0709], [3.3702, -4.3058, 0.7641], [3.8379, -2.4098, 2.2030], [3.6462, 1.0242, 3.3701], [4.6061, -0.1982, 2.5000], [3.4233, -0.7035, 3.7391], [2.6799, 0.5844, -2.3316], [2.8214, -0.3844, -3.1235], [1.7883, -1.0028, -3.8643], [2.0434, -2.1322, -4.6719], [1.0114, -2.7297, -5.3503], [-0.2961, -2.2129, -5.2931], [-0.5761, -1.1373, -4.4967], [0.4428, -0.5134, -3.7479], [0.1662, 0.4614, -2.9378], [1.2577, -3.9364, -6.1273], [2.3562, -4.4301, -6.0384], [0.3378, -4.3605, -6.7824], [3.8377, -0.7825, -3.2506], [3.0421, -2.5427, -4.7350], [-1.0671, -2.6976, -5.8730], [-1.5828, -0.7631, -4.4008]],
  "forces_ev_per_angstrom": [[-0.082, 0.113, 0.141], [0.069, -0.183, 0.277], [-0.181, 0.261, -0.423], [-0.043, 0.145, -0.043], [0.215, -0.066, 0.033], [-0.016, 0.015, -0.128], [-0.119, 0.025, 0.107], [0.088, -0.136, 0.127], [-0.304, 0.045, 0.258], [0.286, -0.241, 0.122], [0.004, -0.383, 0.053], [-0.621, -0.017, 0.583], [0.206, 0.550, -0.435], [0.012, -0.484, 0.047], [0.011, -0.057, 0.061], [0.157, -0.035, -0.188], [-0.067, -0.258, 0.224], [-0.031, 0.081, -0.130], [0.490, -0.286, -0.179], [-0.214, 0.169, 0.128], [-0.024, 0.492, -0.143], [0.192, -0.051, 0.026], [0.021, 0.021, 0.181], [-0.006, -0.073, -0.088], [-0.027, 0.001, -0.062], [0.023, 0.142, 0.162], [-0.082, 0.134, -0.164], [-0.232, -0.122, -0.439], [0.210, 0.013, 0.284], [-0.080, -0.014, 0.019], [0.013, 0.108, 0.001], [0.035, -0.039, -0.066], [0.033, -0.019, 0.090], [-0.060, -0.026, 0.007], [-0.104, 0.049, -0.036], [-0.025, 0.060, -0.091], [0.006, 0.112, -0.140], [0.105, -0.161, -0.031], [-0.005, 0.069, -0.061], [0.031, 0.073, -0.065], [-0.029, 0.021, 0.036], [0.006, -0.028, -0.019], [0.028, 0.074, -0.050], [0.053, -0.059, 0.048], [-0.103, -0.050, 0.003], [0.007, -0.071, -0.090], [0.032, -0.123, -0.014], [0.061, 0.048, 0.092], [0.017, -0.086, -0.002], [-0.031, 0.012, 0.007], [0.030, 0.009, 0.025], [0.423, 0.106, 0.177], [0.151, -0.310, -0.296], [-0.675, 0.130, 0.009], [-0.074, -0.170, -0.083], [0.177, 0.731, 0.473], [0.212, -0.048, 0.082], [0.022, 0.138, 0.067], [0.402, -0.183, 0.070], [-0.555, 0.001, -0.296], [0.052, 0.125, 0.134], [0.419, -0.245, -0.084], [-0.287, -0.244, -0.316], [-0.122, 0.180, 0.070], [0.020, -0.045, -0.049], [-0.049, -0.035, 0.016], [-0.071, 0.095, -0.026]],
  "lowdin_charge": [0.372, -0.063, -0.083, -0.207, -0.007, -0.067, -0.076, -0.026, -0.146, 0.184, -0.284, 0.177, -0.154, -0.091, -0.098, -0.068, -0.004, -0.203, -0.099, -0.057, 0.113, -0.197, -0.014, -0.066, -0.062, 0.000, -0.227, -0.067, -0.057, 0.096, 0.105, 0.100, 0.109, 0.112, 0.108, 0.120, 0.147, 0.137, 0.101, 0.111, 0.112, 0.101, 0.098, 0.103, 0.119, 0.110, 0.113, 0.111, 0.101, 0.103, 0.098, 0.079, -0.049, -0.109, 0.085, -0.126, 0.053, 0.042, -0.260, 0.042, -0.366, 0.099, 0.105, 0.164, 0.139, 0.132, 0.132],
  "orbital_gap_ha": 0.248,
  "total_charge": 1,
  "e_homo_ev": -10.73
}